# 1
This record from the Open Molecules 2025 dataset describes an isolated molecule of C13H11NOS at a distorted geometry. The level of theory is the ωB97M-V functional and the def2-TZVPD basis.

CARTESIAN COORDINATES (ANGSTROEM)
S -1.538 2.112 -0.614
O 2.540 -0.786 -2.342
N 2.203 0.581 -0.156
C 0.806 -2.183 -3.076
C 0.229 0.719 1.062
C -1.429 2.203 2.111
C 1.271 -1.289 -2.130
C -0.505 -2.669 -3.007
C 0.435 -0.838 -1.050
C -0.882 1.613 0.944
C -1.354 -2.238 -1.982
C 0.953 0.177 -0.087
C 0.726 0.460 2.368
C -0.912 1.881 3.363
C -0.875 -1.393 -0.987
C 0.167 1.052 3.491
H 0.507 0.713 4.457
H 2.679 -0.141 -1.590
H -2.236 3.205 -0.222
H 2.527 1.290 0.505
H -2.380 -2.548 -1.977
H 1.532 -2.543 -3.808
H 1.595 -0.211 2.472
H -1.561 -1.030 -0.232
H -0.845 -3.351 -3.793
H -2.270 2.890 2.066
H -1.385 2.324 4.213

Values from the calculation:
M: 229.30 g/mol
Energy relative to the best compared isomer or geometry (same formula, charge and spin): 0.0 kJ/mol
Orbital gap: 8.5463 eV
E: -28032.025 eV
Total charge: 0
SMILES: [H]/N=C(/c1ccccc1O)c1ccccc1S
F_max: 2.57 eV/Å
LUMO: 0.1 eV

=====

# 2
This record from the Open Molecules 2025 dataset describes an isolated molecule of C3H5N2PS at a distorted geometry. The level of theory is the ωB97M-V functional and the def2-TZVPD basis.

CARTESIAN COORDINATES (ANGSTROEM)
S -1.226 1.735 -0.430
P -2.662 -1.336 0.105
N 0.350 1.588 -0.309
N -0.053 -0.507 0.291
C 0.828 0.445 0.096
C 2.307 0.152 0.275
C -1.294 -0.246 0.108
H 2.237 -0.634 1.060
H -3.554 -0.389 -0.014
H -2.529 -1.499 -1.396
H 2.699 1.056 0.699
H 2.895 -0.364 -0.484

Values from the calculation:
M: 132.13 g/mol
Energy relative to the best compared isomer or geometry (same formula, charge and spin): 97.7 kJ/mol
Orbital gap: 8.9185 eV
E: -26294.347 eV
Total charge: 0
SMILES: Cc1nsc(P)n1
F_max: 4.47 eV/Å
LUMO: 0.0 eV